[1]
Density functional theory data (wB97M-V/def2-TZVPD) for 10 unconnected molecules or ions with the total composition C42H110N12O16 in a non-equilibrium geometry.

Calculated values
**Molecular weight**: 1039.410 Da
**ΔE to the lowest compared entry with this formula, charge and spin**: 0.0 kJ/mol
**LUMO energy**: 0.40 eV
**SMILES**: COCCNCCOC.COCCNCCOC.COCCNCCOC.COCCNCCOC.COCCNCCOC.COCCNCCOC.NC(N)=O.NC(N)=O.NC(N)=O.CC(C)O
**Total charge**: 0

Last column: Löwdin charge in e.
Positions of all 180 atoms, in Å:
C1 3.1577 4.4730 -5.3491  -0.17
O1 2.3271 3.8598 -4.4153  -0.23
C2 0.9388 3.7424 -4.9196  -0.15
C3 0.0427 2.9613 -3.9126  -0.19
N1 -0.0128 3.4226 -2.5040  -0.03
C4 -0.8816 2.4575 -1.7561  -0.22
C5 -0.9718 2.8548 -0.3105  -0.20
O2 0.3554 2.7341 0.2633  -0.22
C6 0.4719 3.4759 1.4673  -0.08
H1 3.5042 3.7598 -6.1489  0.08
H2 4.0282 4.7887 -4.7785  0.07
H3 2.8291 5.5036 -5.8822  0.13
H4 0.9225 3.1933 -5.8776  0.09
H5 0.5841 4.8118 -5.0160  0.13
H6 0.3540 1.9136 -3.8853  0.10
H7 -0.9498 2.9343 -4.3522  0.11
H8 0.9020 3.3196 -2.0069  0.09
H9 -0.5220 1.3943 -1.8746  0.09
H10 -1.8952 2.4404 -2.2147  0.12
H11 -1.6265 2.1472 0.1849  0.11
H12 -1.3186 3.9066 -0.2761  0.13
H13 1.4540 3.3542 1.8543  0.05
H14 -0.2600 3.1632 2.1857  0.08
H15 0.3755 4.5107 1.1315  0.09
C7 -1.8521 -4.2308 -1.2229  -0.02
O3 -0.4220 -3.9819 -1.5832  -0.22
C8 0.4374 -4.3444 -0.5716  -0.25
C9 1.7708 -3.5235 -0.7384  -0.19
N2 1.4436 -2.1099 -0.7346  -0.07
C10 2.5993 -1.2138 -0.9034  -0.19
C11 2.2679 0.2395 -1.0330  -0.17
O4 3.5172 0.8496 -1.4281  -0.23
C12 3.4702 2.1646 -1.9282  -0.09
H16 -2.0092 -5.2517 -0.9052  0.08
H17 -2.4868 -4.0288 -2.1259  0.10
H18 -2.1241 -3.5481 -0.4089  0.06
H19 0.5748 -5.4624 -0.6269  0.14
H20 0.1514 -4.0645 0.4134  0.09
H21 2.3415 -3.8193 -1.6159  0.10
H22 2.4500 -3.7862 0.1415  0.13
H23 0.7620 -1.9692 -1.5076  0.08
H24 3.0079 -1.4075 -1.8627  0.10
H25 3.3706 -1.4426 -0.1431  0.12
H26 1.9168 0.6553 -0.1319  0.08
H27 1.5193 0.3808 -1.8342  0.12
H28 4.5781 2.3920 -1.8593  0.12
H29 2.9208 2.9101 -1.2735  0.10
H30 3.0601 2.1077 -2.9282  0.05
C13 6.0294 -1.7332 2.5157  -0.09
O5 4.9878 -1.8709 3.4514  -0.20
C14 3.7909 -2.1774 2.7822  -0.27
C15 2.6709 -2.2884 3.7900  -0.19
N3 2.3831 -0.9373 4.3909  -0.05
C16 1.5455 -1.2174 5.5790  -0.19
C17 0.7168 0.0810 5.8650  -0.21
O6 1.6641 1.1512 5.8802  -0.21
C18 1.0507 2.4020 6.1778  -0.11
H31 6.0245 -2.6488 1.9358  0.09
H32 6.9107 -1.5359 3.1007  0.09
H33 5.7519 -0.8828 1.8717  0.08
H34 3.8852 -3.0671 2.2504  0.09
H35 3.6065 -1.3180 2.1049  0.11
H36 3.0650 -3.0717 4.5571  0.13
H37 1.6996 -2.7212 3.3700  0.13
H38 3.2365 -0.4361 4.6357  0.11
H39 2.1829 -1.3922 6.4876  0.12
H40 0.8785 -2.0038 5.3913  0.07
H41 0.1964 0.0602 6.8264  0.11
H42 -0.0741 0.1313 5.1021  0.10
H43 0.4403 2.4284 7.1000  0.08
H44 0.3311 2.5979 5.3481  0.08
H45 1.8243 3.1895 6.1837  0.09
C19 -1.2387 1.9174 -7.3848  -0.16
O7 -2.4375 1.9660 -6.6901  -0.21
C20 -3.4673 2.7537 -7.4138  -0.17
C21 -4.8927 2.2074 -7.3392  -0.21
N4 -5.5169 2.1140 -6.0291  -0.08
C22 -5.7287 3.3099 -5.2268  -0.19
C23 -6.2122 2.9337 -3.7805  -0.23
O8 -5.0081 2.7736 -3.0821  -0.21
C24 -5.1511 2.3664 -1.7051  -0.06
H46 -0.4498 1.4985 -6.7510  0.07
H47 -0.8261 2.9589 -7.5939  0.11
H48 -1.3997 1.3468 -8.2986  0.09
H49 -3.2208 2.7622 -8.4461  0.09
H50 -3.4479 3.8086 -6.9876  0.14
H51 -4.9561 1.2177 -7.7587  0.11
H52 -5.5484 2.7505 -8.0017  0.11
H53 -5.1192 1.3366 -5.5076  0.11
H54 -6.5018 3.9030 -5.7238  0.11
H55 -4.8147 3.8660 -5.1596  0.10
H56 -6.7318 1.9673 -3.9644  0.12
H57 -6.9762 3.6382 -3.3364  0.13
H58 -5.7941 3.1147 -1.1743  0.10
H59 -4.2263 2.3441 -1.2335  0.05
H60 -5.6303 1.3790 -1.7692  0.08
C25 3.3378 -3.8993 8.3526  -0.15
O9 2.4336 -4.9055 8.1173  -0.20
C26 1.3995 -4.5123 7.2431  -0.23
C27 0.1847 -5.3622 7.6064  -0.21
N5 -0.8456 -5.2735 6.6261  -0.07
C28 -1.7175 -4.0998 6.6453  -0.18
C29 -2.6587 -4.1131 5.4183  -0.24
O10 -1.8384 -3.7683 4.3107  -0.21
C30 -2.6677 -3.7663 3.1542  -0.11
H61 2.8606 -3.0893 8.8923  0.08
H62 3.7671 -3.6185 7.3448  0.10
H63 4.2412 -4.2247 8.9345  0.10
H64 1.7333 -4.7134 6.2209  0.12
H65 1.2366 -3.3853 7.2260  0.11
H66 -0.1738 -5.1522 8.6074  0.12
H67 0.5933 -6.4103 7.6617  0.14
H68 -0.4742 -5.4647 5.7366  0.09
H69 -1.1676 -3.1908 6.3940  0.10
H70 -2.3814 -4.1014 7.5180  0.12
H71 -3.4977 -3.3800 5.5582  0.13
H72 -3.1070 -5.0989 5.1333  0.13
H73 -3.4143 -2.9685 3.2297  0.08
H74 -3.1851 -4.7584 2.9841  0.11
H75 -2.0212 -3.4739 2.3264  0.07
C31 2.8354 0.9710 -7.7170  -0.09
O11 2.9196 1.4282 -6.3684  -0.24
C32 3.4827 0.4684 -5.5029  -0.19
C33 2.7522 -0.9093 -5.5411  -0.20
N6 1.4127 -0.9075 -4.9889  -0.05
C34 0.9760 -2.1301 -4.4623  -0.24
C35 -0.4491 -1.9921 -4.0225  -0.23
O12 -0.5515 -1.0924 -2.9373  -0.25
C36 -1.8905 -0.6407 -2.6569  -0.09
H76 1.9218 0.4020 -7.8260  0.08
H77 3.8041 0.4855 -8.0079  0.11
H78 2.6223 1.9131 -8.2425  0.09
H79 3.4340 0.8042 -4.4664  0.10
H80 4.6012 0.3210 -5.7506  0.15
H81 3.3437 -1.6083 -4.9647  0.11
H82 2.8032 -1.3125 -6.5671  0.11
H83 1.3245 -0.2256 -4.2438  0.09
H84 1.5169 -2.4780 -3.5315  0.12
H85 1.0448 -2.9974 -5.1644  0.14
H86 -0.8378 -3.0181 -3.6686  0.13
H87 -1.1872 -1.5756 -4.7380  0.13
H88 -2.1258 0.1155 -3.4942  0.11
H89 -1.9269 -0.0914 -1.6766  0.07
H90 -2.6670 -1.4087 -2.8282  0.09
N7 -6.0927 -0.8525 -0.0228  0.17
C37 -4.8264 -0.7819 0.4626  -0.64
N8 -4.6430 -0.0056 1.6300  0.18
O13 -3.8866 -1.2646 -0.1045  0.02
H91 -6.7187 -0.1268 0.2074  0.09
H92 -6.1013 -1.0836 -0.9869  0.09
H93 -3.7626 -0.2749 2.0389  0.04
H94 -5.4832 0.1265 2.1339  0.03
N9 -4.1763 1.2464 4.8056  0.18
C38 -5.4697 1.5943 4.4924  -0.60
N10 -5.9094 2.8266 5.0088  0.12
O14 -6.2433 0.8491 3.8517  -0.02
H95 -3.8255 0.4839 4.2957  0.06
H96 -3.5427 1.9043 5.1790  0.09
H97 -6.9327 2.8239 5.1437  0.11
H98 -5.4523 3.2734 5.7832  0.08
N11 -1.1502 -1.0875 0.5710  0.19
C39 -0.9339 -0.7063 1.8646  -0.61
N12 0.4254 -0.7106 2.2117  0.17
O15 -1.8596 -0.3320 2.5926  -0.02
H99 -2.1081 -1.2597 0.3185  0.03
H100 -0.4200 -1.6225 0.1227  0.05
H101 0.6995 -0.1594 3.0844  0.10
H102 1.1717 -0.8162 1.5584  0.05
C40 4.0206 1.9853 2.3153  -0.06
C41 4.8558 2.7475 1.3258  -0.55
C42 5.7933 3.7077 1.9727  -0.08
O16 5.5377 1.8461 0.4599  -0.07
H103 3.1482 1.4310 1.9314  0.07
H104 3.4965 2.8236 2.8614  0.09
H105 4.6761 1.3349 2.8964  0.08
H106 4.2383 3.3966 0.6249  0.14
H107 6.5153 3.1450 2.5643  0.08
H108 5.3506 4.6010 2.5575  0.11
H109 6.3785 4.2685 1.1941  0.09
H110 4.8571 1.2667 0.0445  0.06

Cartesian forces (eV/Å) of the 3 atoms listed first:
1.009 1.509 -1.508
-2.227 -0.121 -0.759
0.475 0.747 1.563


[2]
Density functional theory data (wB97M-V/def2-TZVPD) for 2 unconnected molecules or ions with the total composition C4H12 in a non-equilibrium geometry.

Calculated values
**Multiplicity**: 2
**Molecular weight**: 60.140 Da
**ΔE to the lowest compared entry with this formula, charge and spin**: 128.0 kJ/mol
**LUMO energy (spin up / spin down)**: -3.00 / -11.72 eV
**Total charge**: +1

Last column: natural (NBO) charge in e.
Positions of all 16 atoms, in Å:
C1 0.5987 -0.1596 2.1207  -0.58
C2 2.0757 -0.0036 2.1636  -0.61
H1 0.1368 -0.2606 1.1302  0.24
H2 0.2951 -1.0317 2.8076  0.24
H3 0.0914 0.7295 2.6063  0.28
H4 2.4474 -0.3568 1.1689  0.27
H5 2.4649 -0.6971 2.9349  0.25
H6 2.2669 1.0925 2.3593  0.26
C3 -0.7399 0.4025 -1.7150  -0.56
C4 -1.8046 -0.2353 -2.5374  -0.59
H7 0.0237 -0.3669 -1.3934  0.27
H8 -0.2846 1.1129 -2.5437  0.39
H9 -1.2338 1.0156 -0.8527  0.27
H10 -1.4958 -1.1516 -2.8930  0.24
H11 -2.7211 -0.4143 -1.9257  0.32
H12 -2.1209 0.3246 -3.4305  0.31

Cartesian forces (eV/Å) of the 3 atoms listed first:
-1.059 -1.262 2.680
-0.316 -0.091 0.171
-0.214 0.253 -0.312


[3]
Density functional theory data (wB97M-V/def2-TZVPD) for 10 unconnected molecules or ions with the total composition H20O10.

Calculated values
**Molecular weight**: 180.150 Da
**ΔE to the lowest compared entry with this formula, charge and spin**: 341.8 kJ/mol
**LUMO energy**: 0.15 eV
**SMILES**: O.O.O.O.O.O.O.O.O.O
**Total charge**: 0

Last column: natural (NBO) charge in e.
Positions of all 30 atoms, in Å:
O1 2.1984 1.0782 3.8539  -0.94
H1 2.2724 1.8262 3.2612  0.47
H2 1.5792 0.4900 3.4216  0.47
O2 3.8683 -0.2562 -2.7300  -0.94
H3 4.3306 0.0416 -3.5134  0.47
H4 3.2897 -0.9517 -3.0426  0.47
O3 0.0953 -1.8164 0.2440  -0.94
H5 -0.7595 -2.0077 0.6301  0.47
H6 -0.1066 -1.4575 -0.6201  0.47
O4 4.4196 -3.7495 1.0918  -0.94
H7 3.6960 -3.2399 0.7270  0.47
H8 4.8286 -4.1635 0.3318  0.46
O5 -4.5382 -1.2328 2.0428  -0.94
H9 -4.6895 -2.1779 2.0392  0.47
H10 -4.1749 -1.0512 2.9096  0.48
O6 -4.3582 2.8782 -0.3624  -0.94
H11 -4.2376 1.9812 -0.0508  0.47
H12 -5.1140 3.2027 0.1271  0.47
O7 -0.7672 2.9662 -3.8286  -0.94
H13 -1.5174 2.9129 -3.2364  0.48
H14 -0.5270 3.8928 -3.8288  0.47
O8 -2.3465 -1.6916 5.8571  -0.94
H15 -2.5749 -2.5296 6.2593  0.47
H16 -1.6327 -1.3527 6.3974  0.47
O9 2.5964 3.4356 -0.5253  -0.94
H17 2.1786 3.6885 -1.3486  0.47
H18 3.0008 2.5883 -0.7119  0.47
O10 -0.3478 -1.3790 -4.8572  -0.94
H19 -0.2813 -1.4943 -5.8051  0.47
H20 -0.3805 -0.4305 -4.7326  0.47

Cartesian forces (eV/Å) of the 3 atoms listed first:
0.081 -0.027 0.258
0.048 0.218 -0.159
-0.138 -0.192 -0.127